[1]
A structure of composition C32H25F6N5O4Sn at a distorted geometry, computed with the ωB97M-V functional and the def2-TZVPD basis.

```
73
Properties=species:S:1:pos:R:3:forces:R:3:lowdin_charge:R:1
Sn -0.692 0.499 -0.299 0.658 -0.334 -0.492 1.54
C -1.809 1.219 -5.072 0.016 -0.104 -0.008 -0.03
C -1.729 1.366 -3.582 0.253 -0.406 -0.233 -0.26
N -1.089 0.523 -2.849 -0.526 0.849 0.658 -0.04
N -0.451 -0.497 -3.448 0.623 -0.704 -0.211 0.05
C -0.108 -1.443 -2.589 -0.279 0.327 -0.469 -0.46
O -0.458 -1.496 -1.362 -0.022 0.637 0.770 -0.20
C 0.745 -2.540 -3.115 0.114 -0.180 0.075 -0.15
C 1.107 -3.578 -2.260 -0.100 0.071 -0.041 -0.03
C 1.963 -4.575 -2.698 0.027 -0.069 0.007 -0.07
C 2.466 -4.542 -3.991 0.008 -0.001 0.026 -0.09
C 2.097 -3.515 -4.851 0.010 -0.032 -0.029 -0.08
C 1.239 -2.519 -4.418 -0.058 0.043 -0.004 -0.03
C -2.435 2.497 -2.945 -0.306 0.378 0.386 -0.23
C -2.987 3.530 -3.706 0.138 -0.092 -0.155 -0.02
C -3.679 4.548 -3.074 -0.010 0.058 0.068 -0.06
C -3.819 4.527 -1.696 -0.021 0.053 -0.105 -0.06
C -3.235 3.474 -1.011 0.097 -0.174 0.007 -0.14
N -2.572 2.496 -1.613 0.196 -0.287 -0.028 0.05
H -1.393 0.254 -5.347 -0.026 0.085 -0.055 0.06
H -2.844 1.277 -5.411 0.003 0.047 -0.019 0.09
H -1.237 2.003 -5.574 -0.021 0.016 -0.014 0.09
H 0.715 -3.580 -1.252 0.007 -0.030 -0.038 0.10
H 2.242 -5.378 -2.027 0.009 0.011 -0.005 0.10
H 3.148 -5.312 -4.328 -0.021 -0.009 -0.007 0.10
H 2.487 -3.495 -5.861 -0.016 0.028 -0.001 0.10
H 0.941 -1.713 -5.074 0.040 0.008 0.000 0.10
H -2.867 3.543 -4.780 -0.019 -0.006 0.023 0.10
H -4.104 5.357 -3.655 -0.012 -0.016 -0.015 0.11
H -4.365 5.297 -1.171 0.011 -0.002 0.018 0.10
H -3.304 3.389 0.070 -0.035 0.082 -0.048 0.11
O -0.502 1.594 2.835 -0.062 -0.200 -0.233 0.08
C 0.030 2.752 3.284 0.263 0.020 0.624 -0.19
C 0.248 3.900 2.546 -0.047 -0.039 -0.289 0.02
C 0.850 4.950 3.212 -0.022 -0.098 -0.048 -0.06
C 1.198 4.860 4.567 0.020 0.032 0.138 -0.07
C 0.966 3.713 5.295 -0.005 0.005 0.040 -0.01
C 0.377 2.635 4.632 -0.049 0.060 -0.386 -0.13
C 0.033 1.304 4.971 -0.060 -0.149 -0.024 0.08
N -0.470 0.707 3.914 0.031 0.608 0.038 -0.07
N -0.818 -0.550 3.810 0.064 -0.672 0.153 0.14
C -1.473 -1.010 2.724 -0.018 0.786 -0.155 -0.44
O -1.940 -0.301 1.808 0.134 -0.416 0.182 -0.16
C -1.614 -2.488 2.685 -0.014 -0.217 0.009 -0.15
C -2.326 -3.052 1.629 0.023 0.097 0.023 -0.02
C -2.481 -4.425 1.546 -0.004 -0.002 0.017 -0.07
C -1.919 -5.243 2.516 -0.026 -0.036 -0.043 -0.09
C -1.191 -4.687 3.560 -0.011 -0.056 0.000 -0.08
C -1.038 -3.314 3.647 0.020 -0.006 0.000 -0.03
H -0.015 3.944 1.498 0.036 0.040 0.005 0.12
H 1.077 5.857 2.669 -0.050 0.017 0.000 0.11
H 1.662 5.711 5.046 0.004 -0.015 -0.001 0.11
H 1.232 3.638 6.340 0.039 0.041 -0.018 0.12
H 0.150 0.760 5.891 -0.067 -0.104 -0.050 0.15
H -2.746 -2.399 0.877 -0.023 -0.004 0.007 0.11
H -3.041 -4.855 0.726 0.017 -0.012 -0.001 0.10
H -2.045 -6.317 2.455 0.024 0.004 0.003 0.10
H -0.740 -5.333 4.302 0.004 0.031 0.021 0.10
H -0.462 -2.876 4.450 -0.025 0.017 -0.006 0.11
C 3.447 -0.181 -1.021 -0.062 -0.022 0.018 0.03
C 2.672 0.103 0.269 0.147 -0.255 0.046 -0.48
O 1.453 0.671 0.062 -0.888 0.131 -0.193 -0.36
C 3.511 1.074 1.141 0.029 0.201 0.091 -0.54
F 3.530 2.297 0.578 -0.011 -0.220 0.127 0.14
F 3.005 1.217 2.386 0.029 0.062 -0.194 0.14
F 4.798 0.695 1.290 -0.222 0.036 -0.054 0.14
C 2.491 -1.231 1.035 -0.030 -0.120 0.179 -0.54
F 1.678 -1.096 2.106 0.162 -0.081 -0.211 0.14
F 1.925 -2.155 0.237 0.147 0.178 0.235 0.14
F 3.656 -1.749 1.481 -0.246 0.088 -0.072 0.15
H 3.602 0.755 -1.554 0.005 0.020 0.030 0.10
H 2.849 -0.843 -1.645 0.013 0.005 -0.001 0.09
H 4.409 -0.648 -0.811 -0.006 -0.003 -0.071 0.10
```
Forces are in eV/Å.

Total energy (Eh): -2622.647425
LUMO (eV): -0.670
Energy above the lowest of the compared OMol25 structures with the same formula, charge and spin (kcal per mole): 73.0
HOMO-LUMO gap (eV): 7.204
2S+1: 1

=====

[2]
A cluster of 2 separate species, C4H13N3O in total at a distorted geometry, computed with the ωB97M-V functional and the def2-TZVPD basis.

```
21
Properties=species:S:1:pos:R:3:forces:R:3:lowdin_charge:R:1
C 2.465 0.519 -0.467 1.369 -0.493 -1.329 -0.10
C 2.177 -0.351 -1.444 0.626 0.542 0.446 -0.08
H 3.030 0.208 0.401 -0.385 -0.165 0.315 0.06
H 0.794 0.677 0.580 -2.155 -0.107 0.814 0.10
H 2.506 1.579 -0.671 -0.510 0.147 0.114 0.07
H 2.369 -1.409 -1.337 -0.156 -0.131 0.114 0.06
H 1.855 -0.019 -2.420 -0.225 0.066 -0.025 0.06
H 0.010 -0.522 -1.009 -0.812 0.028 0.514 0.10
C -0.370 0.625 0.764 2.306 -0.140 -0.307 -0.45
C -0.841 -0.405 -0.292 0.258 -0.150 -0.659 -0.43
N -0.617 0.165 2.110 0.313 0.153 0.710 0.05
N -1.951 0.163 -1.047 -0.322 0.074 -0.064 0.03
N -1.159 -1.713 0.243 -0.018 -0.223 -0.376 0.04
O -0.891 1.897 0.545 -0.343 0.324 -0.140 -0.03
H -1.489 1.813 -0.224 0.195 -0.025 0.061 0.07
H -1.337 0.730 2.544 0.038 0.055 -0.062 0.08
H 0.220 0.232 2.688 -0.385 0.047 -0.195 0.08
H -2.816 -0.007 -0.538 0.067 -0.036 -0.193 0.09
H -2.034 -0.298 -1.945 -0.074 0.009 0.137 0.08
H -1.602 -1.618 1.152 0.275 -0.003 0.019 0.06
H -0.321 -2.268 0.367 -0.062 0.027 0.106 0.07
```
Forces are in eV/Å.

Total energy (Eh): -399.656912
LUMO (eV): 0.991
Energy above the lowest of the compared OMol25 structures with the same formula, charge and spin (kcal per mole): 56.7
HOMO-LUMO gap (eV): 9.914
Structure (SMILES): NC(N)[C@H](N)O.C=C
2S+1: 1

=====

[3]
A structure of composition C4H6O3Sm at a distorted geometry, computed with the ωB97M-V functional and the def2-TZVPD basis.

```
14
Properties=species:S:1:pos:R:3:forces:R:3:lowdin_charge:R:1
C -0.821 -3.110 -1.655 -1.305 -1.051 0.877 -0.02
C -1.220 -2.255 -0.796 -0.193 1.640 -2.035 0.16
O -0.524 -4.105 -2.308 1.390 0.704 -0.105 0.33
H -1.016 -1.209 -1.206 0.435 -0.884 1.363 0.15
H -2.128 -2.427 -0.211 0.386 -0.142 -0.022 0.14
H -0.685 -4.050 -3.275 -0.517 -0.360 -0.127 0.22
O 0.504 0.384 0.324 -0.565 0.312 0.546 -0.02
C -0.156 1.073 1.064 0.075 -0.763 -0.960 -0.56
O 0.365 2.316 1.477 -1.203 0.336 0.834 -0.36
Sm -2.046 2.128 2.343 1.018 0.170 -0.146 1.70
C 1.691 2.732 1.121 0.675 0.139 -0.248 -0.04
H 2.415 1.995 1.485 -0.196 0.192 -0.139 0.11
H 1.766 2.827 0.031 0.009 -0.052 0.304 0.11
H 1.854 3.699 1.604 -0.009 -0.239 -0.143 0.10
```
Forces are in eV/Å.

Total energy (Eh): -1038.917449
LUMO (spin up / spin down) (eV): -8.267 / -8.267
Energy above the lowest of the compared OMol25 structures with the same formula, charge and spin (kcal per mole): 66.3
HOMO-LUMO gap (spin up / spin down) (eV): 6.667 / 6.634
Expectation value of S²: 12.01
2S+1: 7
Total charge: +2

=====

[4]
The molecule C24H36FN3O5S, computed with the ωB97M-V functional and the def2-TZVPD basis.

```
70
Properties=species:S:1:pos:R:3:forces:R:3:lowdin_charge:R:1
C 3.669 0.992 2.790 -0.171 -0.137 -0.140 -0.05
H 3.688 2.079 2.824 0.050 0.163 0.008 0.09
H 4.471 0.660 2.136 0.178 -0.003 -0.026 0.06
H 3.861 0.614 3.791 0.037 -0.024 0.100 0.08
C 2.314 0.495 2.292 -0.006 0.128 0.151 -0.36
C 1.203 0.996 3.212 0.151 -0.235 -0.185 -0.05
H 1.379 0.648 4.227 -0.014 -0.009 0.115 0.08
H 0.233 0.626 2.889 -0.151 0.016 0.048 0.06
H 1.174 2.084 3.222 -0.040 0.165 0.011 0.08
H 2.311 -0.597 2.305 0.023 0.152 -0.011 0.13
C 2.093 0.992 0.849 0.289 -0.238 0.184 -0.16
N 0.755 0.714 0.318 0.104 0.115 0.080 0.05
C 0.207 -0.501 0.441 -0.413 -0.147 -0.149 -0.42
O 0.814 -1.487 0.849 -0.093 -0.291 0.124 0.03
C -1.270 -0.685 0.066 0.225 -0.406 -0.181 -0.12
N -2.128 0.258 0.741 -0.647 0.496 -0.367 -0.11
S -3.468 0.821 -0.064 0.095 -0.273 0.465 0.64
O -4.032 1.845 0.758 -0.125 -0.207 0.248 -0.27
O -3.045 1.132 -1.397 -0.003 -0.315 -0.154 -0.29
C -4.584 -0.577 -0.117 0.417 0.642 -0.067 -0.28
C -4.557 -1.430 -1.204 -0.005 -0.045 -0.093 -0.05
C -5.385 -2.538 -1.220 -0.122 -0.070 0.154 0.01
C -6.220 -2.755 -0.136 0.114 0.122 -0.021 -0.26
C -6.258 -1.902 0.956 0.024 -0.109 -0.111 0.01
C -5.422 -0.798 0.959 -0.108 -0.026 0.069 -0.05
H -5.423 -0.092 1.774 -0.088 0.037 0.149 0.12
H -6.931 -2.106 1.774 -0.068 -0.024 0.066 0.12
F -7.025 -3.830 -0.144 0.060 0.093 -0.002 0.08
H -5.396 -3.225 -2.051 -0.014 -0.066 -0.071 0.12
H -3.903 -1.205 -2.031 0.046 -0.040 -0.153 0.12
H -2.291 0.081 1.718 -0.151 0.053 0.227 0.13
H -1.412 -0.532 -1.006 0.149 -0.116 0.011 0.12
H -1.520 -1.726 0.306 0.125 0.199 -0.068 0.13
C 0.107 1.816 -0.393 0.022 0.390 -0.109 -0.28
H -0.826 1.446 -0.811 0.194 0.011 -0.023 0.10
C -0.260 2.985 0.525 -0.283 -0.147 -0.132 -0.14
C -1.056 4.014 -0.275 0.256 0.166 0.078 -0.18
C -0.244 4.503 -1.471 -0.280 -0.108 -0.112 -0.20
C 0.150 3.330 -2.363 0.242 0.156 0.101 -0.19
C 0.957 2.306 -1.569 -0.316 -0.100 -0.108 -0.13
H 1.886 2.762 -1.225 0.091 -0.039 0.049 0.12
H 1.222 1.459 -2.206 0.074 -0.045 0.013 0.13
H 0.739 3.685 -3.211 -0.048 -0.044 -0.061 0.11
H -0.755 2.856 -2.749 -0.048 -0.018 -0.105 0.11
H -0.829 5.224 -2.044 0.044 0.084 -0.001 0.11
H 0.658 5.009 -1.118 0.045 0.075 0.002 0.12
H -1.319 4.855 0.369 -0.086 -0.020 0.008 0.11
H -1.983 3.553 -0.621 -0.080 0.049 -0.013 0.10
H -0.866 2.617 1.355 0.081 -0.016 0.076 0.11
H 0.636 3.461 0.930 0.074 -0.012 0.066 0.12
H 2.194 2.079 0.869 0.037 -0.134 -0.059 0.14
C 3.211 0.497 -0.090 -0.390 0.247 0.188 -0.47
O 4.016 1.272 -0.572 0.286 0.310 -0.087 0.06
N 3.212 -0.824 -0.313 0.091 -0.553 0.034 0.11
H 2.507 -1.392 0.149 -0.021 0.198 -0.012 0.11
C 4.179 -1.475 -1.160 0.384 -0.272 -0.141 -0.11
H 3.668 -2.157 -1.846 0.039 0.069 0.010 0.13
H 4.692 -0.702 -1.738 -0.050 -0.121 -0.007 0.13
C 5.207 -2.279 -0.341 -0.447 0.258 0.094 -0.31
C 6.126 -1.362 0.493 -0.027 -0.091 -0.028 -0.12
H 5.945 -0.321 0.226 -0.039 0.055 0.052 0.10
C 7.537 -1.787 0.078 -0.101 -0.174 -0.177 -0.15
H 7.916 -2.561 0.745 0.057 0.001 -0.013 0.11
H 8.240 -0.958 0.057 0.064 0.030 0.035 0.11
C 7.286 -2.377 -1.309 0.312 0.161 0.048 -0.20
H 7.238 -1.580 -2.065 0.047 -0.052 0.024 0.12
H 8.024 -3.118 -1.616 -0.005 0.080 -0.028 0.12
O 6.040 -3.036 -1.204 -0.133 -0.143 -0.075 -0.10
H 5.956 -1.485 1.561 -0.008 0.062 0.032 0.11
H 4.665 -2.999 0.286 0.049 0.084 -0.031 0.15
```
Forces are in eV/Å.

Total energy (Eh): -1974.692829
LUMO (eV): 0.317
Energy above the lowest of the compared OMol25 structures with the same formula, charge and spin (kcal per mole): 0.5
HOMO-LUMO gap (eV): 9.411
Structure (SMILES): CC(C)[C@@H](C(=O)NC[C@@H]1CCCO1)N(C(=O)CNS(=O)(=O)c1ccc(F)cc1)C1CCCCC1
2S+1: 1

=====

[5]
The molecule C10H17N3O7 at a distorted geometry, computed with the ωB97M-V functional and the def2-TZVPD basis.

```
37
Properties=species:S:1:pos:R:3:forces:R:3:lowdin_charge:R:1
O -3.199 3.731 0.243 1.772 0.512 1.742 -0.01
O 0.652 2.987 1.177 -1.147 0.756 -0.260 0.04
N -2.592 4.402 1.070 -0.607 0.278 -1.079 0.00
O 1.036 -3.913 -1.555 -0.268 0.728 -0.498 -0.06
O -3.100 -0.355 0.782 0.252 0.979 -1.198 0.03
O 1.754 -1.646 -1.349 -0.453 -0.657 0.973 -0.04
O -1.587 -1.840 0.121 0.919 0.330 -0.841 -0.03
O 1.651 0.606 0.746 -0.138 -0.577 -0.130 -0.04
C -0.573 3.000 0.976 2.771 -2.778 0.240 -0.40
N -1.227 4.210 1.233 -2.164 -0.832 -0.540 -0.08
N -1.228 1.816 0.638 -0.816 2.287 0.025 0.15
C -0.547 5.300 1.924 1.525 0.418 -0.017 -0.03
C 3.197 -3.230 -2.390 -1.531 -0.786 0.042 0.00
C 2.122 -3.048 -1.317 0.533 0.830 0.005 -0.40
C -0.097 -3.643 -0.740 0.232 -0.019 0.972 -0.12
C -1.908 -0.440 0.018 -0.238 -1.074 1.619 -0.32
C 0.777 -1.389 -0.307 -0.500 0.851 -1.213 -0.18
C -0.484 -2.167 -0.753 0.320 1.027 0.174 -0.22
C -0.797 0.415 0.647 0.815 -0.122 -0.067 -0.17
C 0.548 0.151 -0.050 1.325 0.031 -0.187 -0.22
H -2.990 -0.950 1.526 0.123 -0.195 0.167 0.11
H 1.603 1.574 0.933 -0.541 -0.765 -0.378 0.06
H -2.226 1.926 0.659 -0.396 -0.194 -0.250 0.10
H 0.225 4.934 2.639 -0.698 -0.013 -0.688 0.10
H -1.254 5.905 2.471 -0.503 -0.121 -0.015 0.08
H -0.031 5.980 1.200 -0.415 -0.727 0.451 0.10
H 3.963 -2.513 -2.226 0.637 0.663 0.129 0.07
H 2.706 -3.038 -3.371 0.545 -0.398 0.554 0.10
H 3.631 -4.238 -2.288 -0.305 0.367 -0.398 0.09
H 2.520 -3.281 -0.313 -0.067 0.217 -0.058 0.16
H 0.131 -3.968 0.296 -0.231 0.218 -0.250 0.15
H -0.910 -4.228 -1.118 -0.389 -0.515 -0.230 0.13
H -2.028 -0.110 -1.015 -0.649 -0.194 -0.115 0.17
H 1.133 -1.801 0.626 0.163 -0.209 0.502 0.15
H -0.787 -1.900 -1.785 0.378 0.054 0.341 0.17
H -0.687 0.079 1.667 0.089 -0.175 0.521 0.17
H 0.602 0.680 -1.013 -0.340 -0.192 -0.045 0.17
```
Forces are in eV/Å.

Total energy (Eh): -1082.106849
LUMO (eV): -0.485
Energy above the lowest of the compared OMol25 structures with the same formula, charge and spin (kcal per mole): 109.5
HOMO-LUMO gap (eV): 9.414
Structure (SMILES): C[C@@H]1OC[C@H]2O[C@@H](O)[C@H](NC(=O)N(C)N=O)[C@@H](O)[C@@H]2O1
2S+1: 1

=====

[6]
A structure of composition Cl2O8Rb2 at a distorted geometry, computed with the ωB97M-V functional and the def2-TZVPD basis.

```
12
Properties=species:S:1:pos:R:3:forces:R:3:lowdin_charge:R:1
Rb -1.672 -0.104 -2.876 0.906 -0.278 0.563 0.98
Rb -4.396 1.855 0.667 0.562 -0.379 0.416 0.99
Cl 2.477 0.672 -0.660 3.406 -4.933 1.691 0.59
O 3.764 0.814 -1.311 -0.481 0.237 -0.792 -0.38
O 1.616 1.691 -1.056 -2.624 2.518 -1.216 -0.37
O 1.922 -0.663 -0.901 -0.397 0.876 -1.600 -0.41
O 2.725 0.652 0.739 -0.153 1.407 1.506 -0.36
Cl -1.274 -0.982 1.126 2.999 -3.713 -1.704 0.69
O -2.036 -2.245 1.295 1.164 1.782 0.731 -0.37
O -0.967 -0.950 -0.337 -0.355 0.517 1.094 -0.57
O -2.121 0.116 1.399 -2.308 2.638 0.683 -0.50
O -0.038 -0.855 1.915 -2.720 -0.673 -1.373 -0.29
```
Forces are in eV/Å.

Total energy (Eh): -1569.913461
LUMO (eV): -2.448
Energy above the lowest of the compared OMol25 structures with the same formula, charge and spin (kcal per mole): 43.5
HOMO-LUMO gap (eV): 4.667
2S+1: 1